## w
ORCA calculation (wB97M-V/def2-TZVPD) on 2 unconnected molecules or ions with the total composition CH4N2O2.

Structure (XYZ):
```
9
CH4N2O2 wB97M-V/def2-TZVPD
C -1.6726 0.0014 -0.2893
N -1.6796 0.9919 0.3249
N 1.1733 0.3015 -0.1359
O -1.7960 -0.7913 -1.1483
O 1.6638 -0.7914 0.8201
H 2.0806 0.5532 -0.5455
H -1.5863 1.5373 1.1710
H 0.6528 -0.2440 -0.8200
H 1.1640 -1.5584 0.6229
```

HOMO level   -9.74 eV
SMILES   N=C=O.NO


## x
ORCA calculation (wB97M-V/def2-TZVPD) on 2 unconnected molecules or ions with the total composition CH4N2O2.

Structure (XYZ):
```
9
CH4N2O2 wB97M-V/def2-TZVPD
C -0.6645 0.4019 0.6889
N 1.9247 -1.0272 -0.3915
N 1.0372 -1.2486 -1.0148
O 0.0807 -1.6365 -1.5780
O -0.1649 1.1447 -0.4542
H 0.1736 0.0648 1.4275
H -0.9547 -0.4989 0.2391
H -1.5720 0.8221 1.2321
H 0.1399 1.9777 -0.1491
```

HOMO level   -10.79 eV
SMILES   N#[N+][O-].CO


## y
ORCA calculation (wB97M-V/def2-TZVPD) on CH4N2O2 in the gas phase.

Structure (XYZ):
```
9
CH4N2O2 wB97M-V/def2-TZVPD
C -0.9534 -0.4221 -0.2663
N 0.8938 0.8347 0.5452
N 0.4667 -0.2740 0.0254
O 2.0354 1.2975 0.6154
O 1.3356 -1.1644 -0.4825
H -1.5464 -0.8744 0.6100
H -0.9083 -1.2440 -1.1561
H -1.4092 0.3446 -0.8573
H 0.0857 1.5021 0.9663
```

HOMO level (spin up / spin down)   -8.82 / -8.75 eV


Which structure is most stable? w, by 0.224 eV over the runner-up.


## w
ORCA calculation (wB97M-V/def2-TZVPD) on C6H12O3 in the gas phase.

Structure (XYZ):
```
21
C6H12O3 wB97M-V/def2-TZVPD
C -0.6949 0.7644 0.1516
C -0.6223 -0.6966 -0.3205
C -0.1735 1.0577 1.5567
C -0.1365 1.7508 -0.8687
C 0.8104 -1.2365 -0.6519
C 1.9146 -1.1389 0.0956
O -2.1747 1.0219 0.2051
O -1.2249 -1.5692 0.6343
O 0.8354 -1.9577 -1.8331
H -2.5489 0.2995 0.7466
H -1.1109 -2.4673 0.2761
H 1.7283 -2.3175 -1.9741
H -1.2131 -0.7817 -1.2410
H -0.4444 0.2655 2.2610
H 0.9092 1.1977 1.5788
H -0.4718 2.7670 -0.6351
H 0.9573 1.7433 -0.8865
H -0.5025 1.5259 -1.8759
H -0.6231 1.9806 1.9411
H 2.8546 -1.5930 -0.2021
H 1.9318 -0.6158 1.0420
```

HOMO level   -9.23 eV
SMILES   C=C(O)[C@@H](O)C(C)(C)O


## x
ORCA calculation (wB97M-V/def2-TZVPD) on a molecular structure, C6H12O3.

Structure (XYZ):
```
21
C6H12O3 wB97M-V/def2-TZVPD
C 0.0737 0.5928 -0.4952
C -0.2451 -0.4885 0.2904
C 0.4223 1.8743 0.1805
C -0.2140 0.6477 -1.9542
C 1.8900 -1.9906 0.7582
C 0.8863 -1.5757 -0.2884
O -2.5795 0.2435 0.4384
O -2.5702 0.8033 1.7651
O 0.7285 -2.1430 -1.3347
H -3.5126 0.8577 1.9718
H -0.1542 -0.4168 1.3650
H -1.6204 -0.7121 0.1318
H 0.8023 1.7166 1.1867
H -0.5073 2.4335 0.2966
H 1.1552 2.4490 -0.3904
H 0.4147 1.3873 -2.4565
H -0.0776 -0.3207 -2.4429
H -1.2487 0.9519 -2.0974
H 2.6116 -2.6794 0.3265
H 1.3652 -2.5113 1.5630
H 2.3798 -1.1194 1.1855
```

HOMO level (spin up / spin down)   -8.16 / -8.17 eV


Which structure is most stable? w, by 5.656 eV over the runner-up.